{
  "formula": "C4H9NO",
  "method": "the ωB97M-V functional and the def2-TZVPD basis",
  "elements": ["C", "N", "C", "C", "C", "O", "H", "H", "H", "H", "H", "H", "H", "H", "H"],
  "coordinates": [[1.17, 1.02, -0.26], [0.17, 1.64, 0.63], [-0.01, 0.41, 1.42], [0.84, -0.33, 0.38], [-0.02, -1.12, -0.61], [0.67, -1.67, -1.65], [2.18, 1.39, -0.12], [0.90, 1.01, -1.34], [-10.81, 0.93, 0.43], [-10.45, 1.49, 0.54], [-1.04, -0.03, 1.47], [0.42, 0.43, 2.39], [1.73, -1.01, 0.75], [-0.60, -1.88, 0.04], [-0.79, -0.36, -0.97]],
  "e_lumo_ev": -3.72,
  "de_lowest_kcal_mol": 214.0,
  "e_homo_ev": -8.318,
  "homo_lumo_gap_ev": 4.6
}



{
  "formula": "C4H9NO",
  "method": "the ωB97M-V functional and the def2-TZVPD basis",
  "elements": ["C", "C", "N", "C", "H", "H", "H", "H", "H", "C", "O", "H", "H", "H", "H"],
  "coordinates": [[-0.23, 1.67, -1.31], [0.03, 1.24, -0.21], [0.08, 0.71, 1.05], [-1.17, 0.67, 1.79], [-0.25, 1.97, -2.31], [0.84, 1.12, 1.59], [-1.51, 1.66, 2.09], [-1.03, 0.05, 2.69], [-1.93, 0.21, 1.16], [0.83, -1.75, -1.41], [1.49, -1.04, -0.40], [1.41, -1.66, -2.33], [-0.19, -1.38, -1.61], [0.76, -2.82, -1.16], [0.87, -0.65, 0.36]],
  "e_lumo_ev": 0.81,
  "de_lowest_kcal_mol": 91.0,
  "e_homo_ev": -9.072,
  "smiles": "C#CNC.CO",
  "homo_lumo_gap_ev": 9.9
}



{
  "formula": "C4H9NO",
  "method": "the ωB97M-V functional and the def2-TZVPD basis",
  "elements": ["C", "C", "O", "C", "C", "N", "H", "H", "H", "H", "H", "H", "H", "H", "H"],
  "coordinates": [[-0.01, 1.09, -1.69], [-0.22, -0.18, -0.85], [0.94, -0.99, -0.93], [-0.57, 0.06, 0.62], [-0.07, -0.97, 1.65], [0.61, 0.27, 1.43], [0.32, 0.82, -2.70], [-0.92, 1.69, -1.77], [0.77, 1.73, -1.25], [-1.04, -0.76, -1.29], [1.56, -0.60, -0.28], [-1.54, -0.12, 1.04], [0.28, -1.90, 1.22], [-0.62, -1.04, 2.60], [0.51, 0.91, 2.20]],
  "e_lumo_ev": 1.05,
  "de_lowest_kcal_mol": 70.7,
  "e_homo_ev": -9.600,
  "smiles": "C[C@@H](O)[C@H]1CN1",
  "homo_lumo_gap_ev": 10.6
}



{
  "formula": "C4H9NO",
  "method": "the ωB97M-V functional and the def2-TZVPD basis",
  "elements": ["C", "N", "C", "C", "O", "C", "H", "H", "H", "H", "H", "H", "H", "H", "H"],
  "coordinates": [[1.87, -0.31, -0.32], [0.57, 0.17, 0.10], [-0.47, 0.50, -0.88], [-1.48, 0.25, 0.26], [-1.73, 1.34, 1.10], [-0.39, -0.74, 0.74], [2.41, 0.50, -0.83], [2.45, -0.59, 0.56], [1.82, -1.18, -1.00], [-0.60, -0.32, -1.63], [-0.40, 1.47, -1.38], [-2.46, -0.17, -0.01], [-0.87, 1.72, 1.34], [-0.23, -0.96, 1.80], [-0.51, -1.67, 0.16]],
  "e_lumo_ev": 1.09,
  "de_lowest_kcal_mol": 51.3,
  "e_homo_ev": -9.029,
  "homo_lumo_gap_ev": 10.1
}



{
  "formula": "C4H9NO",
  "method": "the ωB97M-V functional and the def2-TZVPD basis",
  "elements": ["C", "N", "C", "C", "C", "O", "H", "H", "H", "H", "H", "H", "H", "H", "H"],
  "coordinates": [[1.76, -0.08, -1.64], [0.66, 0.62, -0.93], [-0.01, -0.26, 0.07], [-1.08, 0.58, 0.80], [-1.89, -0.42, 1.60], [-3.03, -0.75, 1.46], [2.38, 0.68, -2.08], [2.33, -0.79, -1.02], [1.28, -0.64, -2.44], [1.18, 1.25, -0.31], [-0.47, -1.10, -0.47], [0.69, -0.73, 0.75], [-1.77, 1.10, 0.14], [-0.58, 1.24, 1.51], [-1.45, -0.70, 2.58]],
  "e_lumo_ev": 0.93,
  "de_lowest_kcal_mol": 43.5,
  "e_homo_ev": -9.570,
  "smiles": "CNCCC=O",
  "homo_lumo_gap_ev": 10.5
}



{
  "formula": "C4H9NO",
  "method": "the ωB97M-V functional and the def2-TZVPD basis",
  "elements": ["C", "C", "C", "C", "O", "N", "H", "H", "H", "H", "H", "H", "H", "H", "H"],
  "coordinates": [[2.13, 0.04, -0.50], [0.64, -0.26, -0.58], [-0.06, -0.42, 0.76], [-1.23, 0.36, 0.30], [-1.13, 1.63, -0.06], [-2.45, -0.15, 0.24], [2.53, 0.28, -1.50], [2.75, -0.80, -0.11], [2.34, 0.91, 0.13], [-0.22, 1.54, -0.49], [0.41, -1.10, -1.24], [-0.33, -1.42, 1.14], [0.45, 0.14, 1.56], [-3.18, 0.32, -0.28], [-2.64, -1.07, 0.62]],
  "e_lumo_ev": 0.68,
  "de_lowest_kcal_mol": 85.0,
  "e_homo_ev": -6.243,
  "homo_lumo_gap_ev": 6.9
}



{
  "formula": "C4H9NO",
  "method": "the ωB97M-V functional and the def2-TZVPD basis",
  "elements": ["C", "C", "C", "C", "O", "N", "H", "H", "H", "H", "H", "H", "H", "H", "H"],
  "coordinates": [[0.43, 0.65, -0.21], [0.56, 1.70, 0.83], [-0.23, -1.50, -1.36], [-0.38, -0.54, -0.19], [0.59, -1.22, 0.96], [-1.64, -0.10, 0.05], [0.14, -1.04, 1.80], [1.04, 0.82, -1.10], [-1.70, 0.48, 0.89], [0.25, 2.67, 0.42], [-0.03, 1.48, 1.72], [1.61, 1.80, 1.10], [0.81, -1.78, -1.50], [-0.61, -1.03, -2.27], [-0.84, -2.38, -1.15]],
  "e_lumo_ev": [-0.04, -0.66],
  "de_lowest_kcal_mol": 109.4,
  "e_homo_ev": [-9.123, -8.120],
  "homo_lumo_gap_ev": [9.1, 7.5]
}



{
  "formula": "C4H9NO",
  "method": "the ωB97M-V functional and the def2-TZVPD basis",
  "elements": ["C", "C", "C", "C", "O", "N", "H", "H", "H", "H", "H", "H", "H", "H", "H"],
  "coordinates": [[-0.44, -1.70, 0.21], [-0.44, -0.18, -0.27], [-1.30, 1.52, 0.22], [0.88, 0.50, -0.24], [0.90, 1.72, -0.28], [2.05, -0.15, -0.03], [0.12, -1.88, 1.14], [0.01, -2.41, -0.53], [-1.45, -2.10, 0.37], [-0.88, -0.17, -1.26], [-1.06, 2.54, -0.21], [-2.29, 1.27, -0.10], [-1.15, 1.63, 1.29], [2.23, -1.09, -0.33], [2.83, 0.49, 0.02]],
  "e_lumo_ev": 0.84,
  "de_lowest_kcal_mol": 71.6,
  "e_homo_ev": -8.964,
  "homo_lumo_gap_ev": 9.8
}



{
  "formula": "C4H9NO",
  "method": "the ωB97M-V functional and the def2-TZVPD basis",
  "elements": ["H", "N", "C", "C", "H", "H", "H", "H", "C", "C", "O", "H", "H", "H", "H"],
  "coordinates": [[0.41, 0.49, -1.90], [0.16, 0.36, -0.91], [1.13, 0.70, -0.16], [2.47, 1.22, -0.59], [0.96, 0.59, 0.92], [2.67, 2.19, -0.12], [2.53, 1.33, -1.67], [3.26, 0.54, -0.25], [-2.14, -1.59, 0.34], [-1.67, -0.38, 1.10], [-0.86, -0.42, 2.00], [-2.03, -1.39, -0.73], [-3.20, -1.76, 0.55], [-1.56, -2.46, 0.62], [-2.13, 0.58, 0.80]],
  "e_lumo_ev": 1.10,
  "de_lowest_kcal_mol": 37.9,
  "e_homo_ev": -9.471,
  "smiles": "[H]/N=C\\C.CC=O",
  "homo_lumo_gap_ev": 10.6
}



{
  "formula": "C4H9NO",
  "method": "the ωB97M-V functional and the def2-TZVPD basis",
  "elements": ["C", "C", "N", "C", "C", "O", "H", "H", "H", "H", "H", "H", "H", "H", "H"],
  "coordinates": [[-1.89, 0.50, 0.30], [-0.88, -0.20, -0.62], [0.13, 0.74, -1.07], [0.60, -0.51, -0.49], [1.29, -0.53, 0.85], [2.65, -0.16, 0.83], [-1.53, 0.73, 1.31], [-2.10, 1.47, -0.17], [-2.85, -0.03, 0.38], [-1.37, -0.90, -1.31], [0.23, 0.83, -2.07], [1.06, -1.21, -1.21], [1.27, -1.57, 1.20], [0.69, 0.08, 1.54], [2.70, 0.76, 0.53]],
  "e_lumo_ev": 1.11,
  "de_lowest_kcal_mol": 53.9,
  "e_homo_ev": -9.561,
  "smiles": "C[C@H]1N[C@H]1CO",
  "homo_lumo_gap_ev": 10.7
}



{
  "formula": "C4H9NO",
  "method": "the ωB97M-V functional and the def2-TZVPD basis",
  "elements": ["C", "C", "C", "N", "H", "H", "H", "H", "H", "H", "H", "C", "O", "H", "H"],
  "coordinates": [[-0.91, -0.06, -1.58], [0.21, -0.11, -0.58], [0.10, -0.96, 0.52], [1.15, -1.40, 1.23], [-0.90, -0.93, -2.25], [-0.82, 0.83, -2.20], [-1.87, -0.03, -1.07], [1.21, 0.01, -0.99], [-0.87, -1.28, 0.87], [2.07, -1.03, 1.01], [1.01, -1.65, 2.20], [-0.09, 1.53, 0.63], [-1.23, 1.41, 1.12], [0.12, 2.26, -0.18], [0.81, 1.41, 1.28]],
  "e_lumo_ev": 0.83,
  "de_lowest_kcal_mol": 70.7,
  "e_homo_ev": -7.954,
  "smiles": "C/C=C/N.C=O",
  "homo_lumo_gap_ev": 8.8
}



{
  "formula": "C4H9NO",
  "method": "the ωB97M-V functional and the def2-TZVPD basis",
  "elements": ["C", "C", "N", "H", "H", "H", "H", "H", "C", "C", "O", "H", "H", "H", "H"],
  "coordinates": [[-1.66, -0.20, -1.06], [-1.76, 0.06, 0.25], [-1.43, -0.81, 1.26], [-1.62, -1.23, -1.38], [-1.65, 0.55, -1.84], [-1.93, 1.09, 0.54], [-1.11, -1.75, 1.13], [-1.93, -0.75, 2.13], [2.10, -0.54, -0.34], [1.76, 0.75, -0.28], [1.14, 1.27, 0.83], [2.36, -0.97, -1.30], [2.51, -1.09, 0.50], [2.13, 1.42, -1.06], [1.09, 2.21, 0.63]],
  "e_lumo_ev": 0.87,
  "de_lowest_kcal_mol": 74.8,
  "e_homo_ev": -7.882,
  "smiles": "C=CN.C=CO",
  "homo_lumo_gap_ev": 8.8
}



{
  "formula": "C4H9NO",
  "method": "the ωB97M-V functional and the def2-TZVPD basis",
  "elements": ["N", "C", "C", "C", "O", "C", "H", "H", "H", "H", "H", "H", "H", "H", "H"],
  "coordinates": [[1.85, -0.02, -0.61], [0.88, 0.03, 0.47], [-0.18, 1.09, 0.21], [-1.07, 0.05, -0.44], [-2.48, 0.12, -0.15], [-0.26, -1.02, 0.28], [2.50, 0.77, -0.47], [2.46, -0.81, -0.54], [1.32, 0.10, 1.46], [0.13, 2.01, -0.36], [-0.60, 1.41, 1.18], [-0.89, 0.02, -1.52], [-2.95, -0.60, -0.57], [-0.74, -1.18, 1.25], [0.02, -1.96, -0.19]],
  "e_lumo_ev": 1.08,
  "de_lowest_kcal_mol": 40.9,
  "e_homo_ev": -9.376,
  "smiles": "N[C@H]1C[C@H](O)C1",
  "homo_lumo_gap_ev": 10.5
}



{
  "formula": "C4H9NO",
  "method": "the ωB97M-V functional and the def2-TZVPD basis",
  "elements": ["C", "C", "C", "O", "C", "N", "H", "H", "H", "H", "H", "H", "H", "H", "H"],
  "coordinates": [[2.03, -0.87, -0.19], [1.21, -0.09, 0.53], [0.18, 0.65, -0.28], [0.26, 2.13, 0.04], [-1.22, 0.22, 0.15], [-1.60, -1.12, -0.14], [1.92, -0.80, -1.40], [2.81, -1.59, 0.19], [1.24, 0.14, 1.63], [0.32, 0.41, -1.32], [-0.50, 2.43, -0.49], [-1.24, 0.59, 1.22], [-1.81, 0.94, -0.55], [-2.59, -1.24, 0.15], [-1.02, -1.80, 0.46]],
  "e_lumo_ev": 1.01,
  "de_lowest_kcal_mol": 63.3,
  "e_homo_ev": -9.618,
  "smiles": "C=C[C@H](O)CN",
  "homo_lumo_gap_ev": 10.6
}



{
  "formula": "C4H9NO",
  "method": "the ωB97M-V functional and the def2-TZVPD basis",
  "elements": ["C", "C", "C", "H", "H", "H", "H", "H", "H", "C", "N", "O", "H", "H", "H"],
  "coordinates": [[-1.82, 0.44, 0.38], [-1.13, -0.68, -0.39], [-0.61, -0.47, -1.65], [-2.53, 1.18, -0.15], [-1.18, 0.88, 1.13], [-2.61, -0.06, 1.02], [-0.90, -1.66, 0.11], [0.12, -1.20, -2.05], [-0.81, 0.54, -2.12], [2.09, -0.40, 0.98], [1.76, 0.68, 0.16], [1.48, -1.52, 1.23], [2.83, 0.00, 1.69], [0.98, 0.72, -0.50], [2.32, 1.56, 0.15]],
  "e_lumo_ev": [-4.62, -9.20],
  "de_lowest_kcal_mol": 63.3,
  "total_charge": 1,
  "e_homo_ev": [-15.443, -14.180],
  "multiplicity": 2,
  "s2": 0.76,
  "homo_lumo_gap_ev": [10.8, 5.0]
}



{
  "formula": "C4H9NO",
  "method": "the ωB97M-V functional and the def2-TZVPD basis",
  "elements": ["C", "C", "N", "H", "H", "H", "H", "H", "O", "C", "C", "H", "H", "H", "H"],
  "coordinates": [[0.86, 0.67, -1.63], [2.10, 0.34, -1.18], [3.12, -0.34, -1.85], [0.63, 0.42, -2.62], [0.27, 1.17, -0.82], [2.30, 0.32, -0.06], [2.55, -0.53, -2.66], [3.39, -1.15, -1.29], [-1.78, 1.43, 2.69], [-2.23, 0.66, 1.80], [-2.16, -0.78, 1.68], [-2.81, 1.11, 0.99], [-1.76, -1.20, 2.66], [-3.12, -1.25, 1.34], [-1.34, -0.86, 0.95]],
  "e_lumo_ev": [-4.87, -8.98],
  "de_lowest_kcal_mol": 67.4,
  "total_charge": 1,
  "e_homo_ev": [-12.638, -12.636],
  "multiplicity": 2,
  "s2": 0.76,
  "homo_lumo_gap_ev": [7.8, 3.7]
}



{
  "formula": "C4H9NO",
  "method": "the ωB97M-V functional and the def2-TZVPD basis",
  "elements": ["C", "C", "C", "C", "N", "O", "H", "H", "H", "H", "H", "H", "H", "H", "H"],
  "coordinates": [[0.20, -1.35, 0.73], [-0.84, -0.58, 1.30], [-0.60, 0.86, 1.37], [-0.61, 1.50, 0.10], [-0.59, 2.89, 0.15], [-0.49, 0.88, -0.96], [0.69, -2.22, 1.24], [0.95, -1.09, -0.03], [-0.85, -0.99, 0.03], [-1.80, -0.86, 1.74], [2.74, -3.45, -3.96], [2.06, -3.56, -4.23], [-0.50, 1.46, 2.27], [-0.08, 3.20, 0.96], [-0.28, 3.32, -0.71]],
  "e_lumo_ev": [-6.60, -6.63],
  "de_lowest_kcal_mol": 108.8,
  "total_charge": 1,
  "e_homo_ev": [-14.359, -14.643],
  "multiplicity": 2,
  "s2": 0.76,
  "homo_lumo_gap_ev": [7.8, 8.0]
}